# 1
# C13H27CuInNO5

C13H27CuInNO5 as an isolated structure in a non-equilibrium geometry (wB97M-V/def2-TZVPD, OMol25).

```
! wB97M-V def2-TZVPD RIJCOSX def2/J DEFGRID3
* xyz 0 1
C 3.122 0.030 1.687
C 3.174 0.908 0.439
O 2.841 2.279 0.710
C 1.543 2.522 1.012
O 1.079 2.168 2.072
C 0.669 3.196 0.037
C 0.648 2.561 -1.348
C -0.688 2.856 -2.057
In -2.580 1.826 -1.313
C -2.630 -0.341 -1.826
C -2.031 -1.372 -0.858
C -0.696 -0.994 -0.210
C -0.141 -2.154 0.655
C 1.023 -2.900 0.011
O 0.963 -4.294 0.274
C 1.114 -5.106 -0.871
C -3.072 1.987 0.928
O -2.880 0.687 1.614
N -2.344 0.815 2.808
O -1.902 -0.243 3.223
H 3.409 0.615 2.577
H 3.776 -0.841 1.655
H 2.097 -0.365 1.787
H 2.513 0.497 -0.331
H 4.181 0.927 0.023
H 0.929 4.259 -0.036
H -0.315 3.140 0.479
H 0.779 1.474 -1.272
H 1.530 2.942 -1.881
H -0.588 2.525 -3.097
H -0.828 3.943 -2.091
H -3.950 2.593 -2.141
H -3.704 -0.545 -1.900
H -2.232 -0.495 -2.836
H -1.826 -2.309 -1.404
H -2.757 -1.631 -0.080
H -0.809 -0.098 0.402
H 0.010 -0.782 -1.027
H -0.945 -2.873 0.839
H 0.137 -1.752 1.634
H 1.989 -2.529 0.388
H 1.022 -2.722 -1.073
H 1.212 -6.138 -0.530
H 2.021 -4.847 -1.433
H 0.238 -5.029 -1.527
H -4.132 2.240 1.014
H -2.522 2.726 1.507
Cu 1.555 0.643 3.363
*
```

## Properties
* calculated total energy: -2772.776970 Ha
* strongest force on any atom: 1.884 eV/Å

Charges in e, computed with Löwdin, in the same order as the atoms: C -0.06; C -0.16; O 0.01; C -0.43; O 0.08; C -0.11; C -0.29; C -0.29; In 0.68; C -0.30; C -0.31; C -0.23; C -0.17; C -0.24; O -0.19; C -0.12; C -0.23; O -0.19; N -0.10; O -0.05; H 0.09; H 0.10; H 0.05; H 0.12; H 0.14; H 0.15; H 0.10; H 0.08; H 0.11; H 0.03; H 0.03; H -0.10; H 0.02; H 0.03; H 0.10; H 0.10; H 0.07; H 0.10; H 0.12; H 0.08; H 0.11; H 0.12; H 0.09; H 0.09; H 0.09; H 0.03; H 0.02; Cu 0.62

# 2
# C13H27IN4O

C13H27IN4O as an isolated structure in a non-equilibrium geometry (wB97M-V/def2-TZVPD, OMol25).

```
! wB97M-V def2-TZVPD RIJCOSX def2/J DEFGRID3
* xyz 0 1
C -2.155 0.619 -1.187
C -1.602 2.039 -1.412
C -0.441 2.438 -0.501
C 0.871 1.694 -0.761
C 1.096 0.341 -0.057
N 0.418 0.182 1.253
C -0.086 -1.020 1.576
N -0.272 -1.997 0.732
N -0.440 -1.146 2.940
I -2.487 -0.605 2.859
C 0.315 0.002 3.594
C 1.090 0.686 2.454
C 1.235 2.199 2.623
C 0.028 2.884 3.191
N 0.124 3.618 4.222
H -2.257 0.097 -2.136
H -3.130 0.632 -0.699
H -1.491 -0.003 -0.596
H -1.348 2.159 -2.464
H -2.417 2.738 -1.206
H -0.241 3.497 -0.682
H -0.771 2.358 0.536
H 1.693 2.346 -0.453
H 1.014 1.525 -1.828
H 0.769 -0.450 -0.737
H 2.169 0.223 0.118
H -0.489 -1.729 -0.249
H -0.229 -2.974 0.958
H -0.426 0.611 4.098
H 0.966 -0.412 4.359
H 2.109 0.294 2.523
H 1.540 2.683 1.695
H 2.037 2.360 3.344
H -0.943 2.735 2.709
H -0.790 4.000 4.461
C 1.315 -2.494 -3.815
C 0.408 -2.842 -2.622
C -0.466 -4.045 -3.020
O -0.376 -1.770 -2.299
H 0.711 -2.208 -4.678
H 1.975 -1.660 -3.563
H 1.947 -3.342 -4.108
H 1.095 -3.218 -1.817
H -1.101 -3.788 -3.869
H -1.109 -4.344 -2.187
H 0.140 -4.916 -3.301
*
```

## Properties
* calculated total energy: -1103.361323 Ha
* strongest force on any atom: 1.705 eV/Å
* ΔE to the lowest compared entry with this formula, charge and spin: 27.8 kJ/mol

Charges in e, computed with natural (NBO), in the same order as the atoms: C -0.61; C -0.40; C -0.38; C -0.42; C -0.27; N -0.39; C 0.68; N -0.78; N -0.53; I 0.36; C -0.25; C -0.05; C -0.49; C 0.12; N -0.60; H 0.26; H 0.19; H 0.18; H 0.21; H 0.20; H 0.21; H 0.18; H 0.19; H 0.24; H 0.29; H 0.20; H 0.49; H 0.44; H 0.22; H 0.23; H 0.20; H 0.25; H 0.24; H 0.16; H 0.34; C -0.62; C 0.12; C -0.62; O -0.98; H 0.20; H 0.19; H 0.18; H 0.07; H 0.20; H 0.19; H 0.18

# 3
# C13H27KO10

C13H27KO10 as an isolated structure in a non-equilibrium geometry (wB97M-V/def2-TZVPD, OMol25).

```
! wB97M-V def2-TZVPD RIJCOSX def2/J DEFGRID3
* xyz 0 1
K 1.092 -0.722 -1.777
C 3.253 -3.731 -1.875
O 3.268 -2.375 -2.013
H 3.099 -4.077 -0.821
H 2.416 -4.235 -2.437
H 4.191 -4.205 -2.219
C -0.782 -0.935 2.676
C -2.050 -1.597 2.186
O -1.756 -2.873 1.586
C -1.301 -2.834 0.341
O -1.215 -1.833 -0.330
O -0.952 -4.050 -0.035
C -0.353 -4.149 -1.331
H -0.225 -1.631 3.307
H -0.990 -0.034 3.251
H -0.140 -0.663 1.837
H -2.560 -0.963 1.462
H -2.724 -1.839 3.003
H 0.631 -3.680 -1.332
H -1.017 -3.741 -2.092
H -0.226 -5.209 -1.526
C -4.640 1.343 -0.175
C -3.237 0.998 -0.650
O -3.198 1.207 -2.070
C -1.999 1.308 -2.609
O -0.944 1.303 -2.014
O -2.143 1.429 -3.920
C -0.932 1.580 -4.655
H -5.341 0.772 -0.787
H -4.868 2.398 -0.318
H -4.745 1.083 0.874
H -3.022 -0.054 -0.452
H -2.447 1.560 -0.149
H -0.282 2.319 -4.190
H -1.215 1.923 -5.646
H -0.409 0.629 -4.758
C 1.960 3.066 3.929
C 1.428 3.435 2.560
O 1.060 2.250 1.826
C 1.956 1.599 1.103
O 1.676 0.621 0.461
O 3.178 2.129 1.194
C 4.216 1.507 0.415
H 2.037 3.958 4.548
H 2.951 2.613 3.854
H 1.296 2.344 4.401
H 2.116 4.041 1.982
H 0.481 3.964 2.671
H 4.742 2.298 -0.105
H 3.794 0.780 -0.274
H 4.874 0.970 1.095
*
```

## Properties
* calculated total energy: -1863.893299 Ha
* strongest force on any atom: 1.082 eV/Å
* ΔE to the lowest compared entry with this formula, charge and spin: 0.0 kJ/mol

Charges in e, computed with natural (NBO), in the same order as the atoms: K 0.96; C -0.20; O -1.04; H 0.09; H 0.07; H 0.12; C -0.65; C -0.07; O -0.49; C 1.00; O -0.70; O -0.48; C -0.27; H 0.22; H 0.22; H 0.24; H 0.18; H 0.19; H 0.21; H 0.18; H 0.21; C -0.62; C -0.08; O -0.49; C 1.00; O -0.69; O -0.48; C -0.26; H 0.22; H 0.21; H 0.22; H 0.20; H 0.20; H 0.20; H 0.20; H 0.18; C -0.64; C -0.07; O -0.50; C 1.01; O -0.68; O -0.53; C -0.26; H 0.22; H 0.22; H 0.22; H 0.20; H 0.19; H 0.19; H 0.22; H 0.20